[1]
100
Properties=species:S:1:pos:R:3:mulliken_charge:R:1 method="wB97M-V/def2-TZVPD" relative_energy_ev=1.387 spin_multiplicity=2 charge=-2 total_energy_ha=-7583.72897 homo_lumo_gap_ev="5.5 / 7.5"
Cs -0.9718 0.3496 1.3828 2.578
O 1.1244 -0.3243 -3.1330 -0.754
S -0.0731 0.2940 -2.4899 1.022
C -0.6886 1.4537 -3.7376 0.366
C -0.0965 1.5264 -4.9840 -0.492
C -0.6169 2.4007 -5.9263 -0.763
C -1.7094 3.1940 -5.6006 -0.789
C -2.2700 3.1401 -4.3312 -0.589
C -1.7609 2.2694 -3.3731 -0.886
P -2.3935 1.9703 -1.6399 1.331
C -1.8288 3.5519 -0.8917 0.505
C -2.4844 4.0705 0.2277 -0.329
C -2.0239 5.2288 0.8325 -0.746
C -0.8937 5.8700 0.3483 -0.605
C -0.2095 5.3374 -0.7330 -0.671
C -0.6716 4.1841 -1.3493 -0.688
C -4.1723 2.3328 -1.9768 0.999
C -5.0216 1.2392 -2.1390 -0.250
C -6.3699 1.4210 -2.4079 -1.123
C -6.8887 2.7011 -2.5262 -0.616
C -6.0530 3.7972 -2.3652 -0.777
C -4.7066 3.6155 -2.0841 -0.583
C -1.3508 -0.9862 -2.7319 1.083
C -2.5304 -0.8304 -3.4467 -0.348
C -3.4201 -1.8838 -3.5508 -0.831
C -3.1331 -3.0972 -2.9459 -1.204
C -1.9413 -3.2630 -2.2688 -0.337
C -1.0314 -2.2140 -2.1508 -0.338
P 0.6434 -2.5454 -1.4577 0.032
C 0.8928 -3.8124 -2.9924 0.898
C 1.2597 -3.2679 -4.2236 -0.464
C 1.5332 -4.0802 -5.3131 -0.714
C 1.4777 -5.4637 -5.1909 -0.495
C 1.1467 -6.0189 -3.9639 -0.698
C 0.8577 -5.2045 -2.8754 -0.492
C 0.3603 -3.8204 -0.1638 0.464
C 1.3763 -4.7147 0.1750 0.180
C 1.2612 -5.5293 1.2917 -0.758
C 0.1332 -5.4480 2.0953 -0.686
C -0.8756 -4.5493 1.7776 -0.876
C -0.7633 -3.7398 0.6584 -1.049
H 0.7549 0.8907 -5.1980 0.534
H -0.1796 2.4584 -6.9156 0.343
H -2.1321 3.8606 -6.3437 0.365
H -3.1124 3.7760 -4.0920 0.490
H -3.3363 3.5462 0.6387 0.480
H -2.5282 5.6117 1.7086 0.370
H -0.5354 6.7711 0.8305 0.372
H 0.6927 5.8158 -1.0961 0.392
H -0.1218 3.7727 -2.1869 0.314
H -4.6223 0.2416 -2.0178 0.382
H -7.0183 0.5580 -2.4988 0.443
H -7.9433 2.8478 -2.7283 0.357
H -6.4571 4.7995 -2.4488 0.414
H -4.0736 4.4805 -1.9298 0.475
H -2.7716 0.1022 -3.9359 0.675
H -4.3466 -1.7500 -4.0964 0.384
H -3.8336 -3.9209 -3.0144 0.345
H -1.7014 -4.2245 -1.8339 0.395
H 1.3216 -2.1899 -4.3136 0.485
H 1.7977 -3.6375 -6.2675 0.408
H 1.6797 -6.1007 -6.0444 0.348
H 1.1040 -7.0980 -3.8539 0.385
H 0.5708 -5.6690 -1.9416 0.264
H 2.2664 -4.7695 -0.4415 0.566
H 2.0517 -6.2267 1.5421 0.396
H 0.0485 -6.0721 2.9769 0.376
H -1.7487 -4.4747 2.4147 0.479
H -1.5490 -3.0262 0.4303 0.686
O 1.6093 -2.1219 2.0377 -0.202
As 2.5665 -1.7313 0.6485 0.518
O 4.2706 -1.8525 1.8267 -0.913
O 0.7847 -1.2623 -0.4388 0.061
C 4.2681 -1.2953 3.0124 0.634
C 5.0945 -1.8225 4.0299 -0.736
C 5.1552 -1.2522 5.2827 -0.376
C 4.3784 -0.1382 5.6015 -0.728
C 3.5494 0.3941 4.6359 -0.737
C 3.4981 -0.1666 3.3642 0.368
S 2.4492 0.6771 2.2274 1.394
O 2.7597 0.0861 0.8235 -0.514
O 2.8089 2.0570 2.2143 -0.681
O 1.0613 0.3582 2.5326 -1.164
H 1.1673 -1.2578 2.1982 0.389
H 5.6875 -2.6947 3.7857 0.404
H 5.8228 -1.6748 6.0253 0.340
H 4.4189 0.3069 6.5868 0.385
H 2.9393 1.2667 4.8408 0.513
F -1.2727 2.4468 2.7820 -0.633
P -1.7286 3.3356 4.0698 1.359
F -2.1867 4.2453 5.3464 -0.379
F -3.0748 3.7743 3.2808 -0.361
F -0.3906 2.8969 4.8663 -0.398
F -2.5033 2.0614 4.6873 -0.394
F -0.9458 4.6118 3.4501 -0.379
O -3.2507 -0.7323 1.9949 -0.695
Cl -3.7722 -0.1889 0.7830 1.048
O -5.1926 -0.3398 0.7392 -0.800
O -3.4291 1.2031 0.6936 -0.395
O -3.1693 -0.8827 -0.3227 -0.361

***

[2]
6
Properties=species:S:1:pos:R:3:nbo_charge:R:1 method="wB97M-V/def2-TZVPD" relative_energy_ev=2.478 charge=+1 total_energy_ha=-293.19678 homo_lumo_gap_ev=12.1
C -0.6154 0.2252 0.0982 0.025
N 0.6018 0.0123 0.0084 0.412
F 1.1969 -1.1597 0.0937 -0.062
F 1.5551 0.9260 -0.1819 -0.067
H -1.1049 1.1825 0.0314 0.291
H -1.6336 -1.1863 -0.0498 0.402

***

[3]
53
Properties=species:S:1:pos:R:3:nbo_charge:R:1 method="wB97M-V/def2-TZVPD" relative_energy_ev=18.946 charge=0 total_energy_ha=-1076.38641 homo_lumo_gap_ev=7.9
C 5.3146 1.9044 0.8047 -0.652
H 4.7631 2.7349 0.4995 0.202
H 6.0362 2.2393 1.5566 0.219
H 5.9708 1.7198 -0.1640 0.178
C 4.4685 0.4636 0.8406 -0.170
N 3.5592 0.1798 -0.0772 -0.480
C 2.2270 0.5795 -0.0843 0.191
C 1.7881 1.7482 0.4432 -0.274
C 0.4452 2.1651 0.3703 -0.174
C -0.3281 1.5240 -0.4705 0.055
C 0.0721 0.7888 -1.2907 -0.238
C 1.3334 0.2621 -1.3016 -0.181
H 1.7840 -0.7968 -1.9797 0.209
H -0.4967 0.2274 -2.0036 0.283
N -1.7153 1.9786 -0.5963 -0.512
C -2.8107 1.4602 -1.0560 0.664
O -2.6023 0.5188 -2.0277 -0.713
C -4.1452 1.9810 -0.6923 -0.488
C -4.8961 0.9625 -0.4377 -0.398
C -4.7943 0.4621 1.1979 0.009
H -5.2091 -0.6006 1.1457 0.154
O -3.5473 0.5937 1.6828 -0.516
C -2.5201 -0.3493 1.2491 0.241
C -1.3364 -0.2920 1.9932 -0.252
C -0.2673 -1.0660 1.2916 -0.200
C -0.3913 -2.2348 0.6119 -0.262
C -1.6949 -2.5804 -0.0007 0.070
C -2.6902 -1.3395 0.2690 -0.273
H -3.7571 -1.6608 -0.0822 0.213
C -1.9185 -3.5132 -0.9381 -0.668
H -2.1134 -2.9160 -2.0380 0.241
H -1.1330 -4.1719 -1.2058 0.231
H -2.8059 -4.0137 -0.7269 0.231
H 0.3010 -3.0762 0.3705 0.214
H 0.6620 -1.1974 2.0204 0.215
H -1.0827 0.6666 2.5579 0.233
H -5.2707 1.1059 1.5774 0.143
H -4.7977 0.0615 -0.8050 0.235
H -6.0720 1.1684 -0.4519 0.182
H -4.1526 2.8849 0.1355 0.189
H -4.4584 2.4480 -1.4884 0.247
H -2.0709 2.7052 0.5208 0.357
H 0.0416 2.8766 1.1550 0.218
H 2.3873 2.0739 1.3210 0.209
C 4.0797 -0.6253 -1.1218 -0.159
C 4.0393 -2.2014 -0.6743 -0.632
H 4.3764 -2.4693 0.3629 0.224
H 2.9417 -2.4495 -0.5889 0.197
H 4.3502 -2.7269 -1.4889 0.204
H 3.6851 -0.4179 -2.0086 0.198
H 5.2943 -0.4859 -1.1134 0.190
H 3.8452 0.8267 1.8291 0.180
H 5.3122 -0.1269 1.1077 0.214

***

[4]
85
Properties=species:S:1:pos:R:3:mulliken_charge:R:1 method="wB97M-V/def2-TZVPD" relative_energy_ev=19.108 charge=0 total_energy_ha=-2059.73742 homo_lumo_gap_ev=8.0
N -3.4526 1.8913 0.8850 -0.046
H -3.1234 1.7952 -0.0650 0.296
H -3.3491 2.8588 1.1560 0.411
H -2.9099 1.3156 1.5128 0.231
H -4.4263 1.6719 1.0391 0.347
Cl -0.7367 -0.4436 -0.0320 1.357
O -1.7896 0.4463 0.3908 -0.820
O -1.4865 -1.5838 -0.4135 -0.967
O 0.0960 0.0505 -1.1018 1.392
O 0.0913 -0.8292 1.0914 -1.519
O -3.3361 -2.0226 -1.3820 -0.722
H -2.8744 -2.5559 -0.7349 0.450
H -3.1453 -1.1195 -1.1288 0.295
C -0.6564 -2.7957 -3.4724 -1.624
C 0.2011 -1.5797 -3.6268 0.592
C -0.7471 -0.3658 -3.7824 -1.600
O 0.8367 -1.5209 -2.3978 -0.590
H -1.1580 -2.9701 -2.5205 0.134
H -0.0286 -3.6475 -3.7339 0.414
H -1.3982 -2.8115 -4.2709 0.461
H 0.9754 -1.5778 -4.3940 0.571
H -1.1345 -0.5156 -4.7901 0.737
H -0.1238 0.5276 -3.7442 -0.095
H -1.6143 -0.3217 -3.1234 0.020
H 0.2102 -1.1037 -1.8020 -0.299
C 2.3603 -0.9647 2.3795 -0.933
C 1.9587 -2.4429 2.2439 1.387
C 1.9347 -2.9803 0.8810 -1.189
O 2.7896 -3.1083 3.1793 -0.635
H 3.3601 -0.7447 2.0052 0.446
H 2.3847 -0.5757 3.3974 0.285
H 1.7252 -0.2292 1.8858 0.307
H 0.9217 -2.5884 2.5464 -0.062
H 1.6555 -4.0319 0.8156 0.343
H 2.8971 -2.8151 0.3966 0.421
H 1.2163 -2.4462 0.2592 0.231
H 3.4160 -3.7078 2.7672 0.414
C 2.8944 -0.7635 -0.9966 -2.147
C 2.4662 0.3473 -1.9813 2.355
C 2.2545 1.7828 -1.4193 -0.188
O 3.4563 0.6739 -2.9477 -0.718
H 3.8838 -0.6503 -0.5534 0.312
H 3.0669 -1.6410 -1.6198 0.634
H 2.2396 -1.0498 -0.1736 -0.075
H 1.6470 0.0310 -2.6271 -0.725
H 1.2730 1.6790 -0.9568 -0.879
H 2.2284 2.5421 -2.2008 0.942
H 2.9311 2.0604 -0.6110 0.561
H 4.1633 1.2254 -2.6047 0.472
C -0.6642 -2.4616 3.2645 -0.842
C -2.0323 -1.8326 3.0527 0.548
C -2.8327 -1.6271 4.3329 -1.609
O -1.6376 -0.5937 2.5785 -0.418
H -0.7502 -3.5210 3.5062 0.406
H -0.1344 -1.8778 4.0173 0.306
H -0.0489 -2.2285 2.3956 -0.297
H -2.5734 -2.3883 2.2868 0.226
H -3.2063 -2.5894 4.6829 0.422
H -3.7712 -1.1068 4.1418 0.404
H -2.2114 -1.0770 5.0396 0.317
H -0.8536 -0.6471 2.0270 0.646
C 0.2266 1.8947 -3.2255 -0.668
C -0.1535 2.7444 -1.9372 0.218
C -1.2076 3.7065 -2.3112 -1.807
O -0.6487 1.8820 -0.8719 -0.350
H 0.8357 1.0249 -2.9795 -0.054
H 0.8543 2.4700 -3.9061 0.424
H -0.6458 1.4509 -3.7049 0.383
H 0.7352 3.1247 -1.4335 0.467
H -2.2304 3.3301 -2.2953 0.243
H -0.9161 4.0639 -3.2988 0.435
H -1.1231 4.5267 -1.5983 0.408
H -0.1772 1.0468 -0.9136 -1.012
C -0.1404 3.0821 3.0004 -1.807
C -0.1047 2.7937 1.5343 -0.209
C 0.8767 1.6114 1.3762 -0.374
O -1.3329 2.2827 1.1180 -0.535
H -0.5990 4.0649 3.1091 0.485
H 0.8738 3.1184 3.3981 0.388
H -0.8438 2.4548 3.5481 0.317
H 0.2541 3.5921 0.8848 0.532
H 0.5994 0.7816 2.0263 -0.032
H 1.8594 1.8512 1.7823 0.876
H 1.0958 1.2914 0.3575 -0.058
H -1.4156 1.3662 1.3916 0.642

***

[5]
81
Properties=species:S:1:pos:R:3:mulliken_charge:R:1 method="wB97M-V/def2-TZVPD" relative_energy_ev=0.000 spin_multiplicity=2 charge=+1 total_energy_ha=-3957.58275 homo_lumo_gap_ev="6.2 / 6.2"
C -1.4345 -1.2817 4.5489 -0.485
C -1.9914 -0.7288 3.3479 -0.844
C -1.6445 -1.6019 2.2654 -0.074
H -2.6419 0.1401 3.2789 0.526
C -0.8583 -2.6817 2.7942 -0.275
C -0.7542 -2.4954 4.2084 -0.946
H -0.2984 -3.1965 4.9055 0.461
H -1.5907 -0.8924 5.5518 0.591
H -2.0066 -1.5332 1.2480 0.526
H -0.4842 -3.5299 2.2254 0.784
Ti 0.2276 -0.7574 3.1051 0.430
Si -0.5220 -0.0369 -3.9860 0.625
C -0.0364 1.4901 -4.9439 0.281
C 1.3215 1.6760 -5.2418 -0.275
H 2.0415 0.8908 -4.9968 0.347
C 1.7552 2.8815 -5.8015 -0.643
H 2.8185 3.0269 -6.0003 0.379
C 0.8326 3.8896 -6.0930 -0.445
H 1.1723 4.8238 -6.5420 0.387
C -0.5261 3.7025 -5.8123 -0.569
H -1.2463 4.4937 -6.0305 0.395
C -0.9636 2.5021 -5.2419 -0.366
H -2.0169 2.3498 -4.9976 0.334
C 0.1996 -1.5691 -4.7528 0.536
C -0.2736 -1.9355 -6.0267 -0.531
H -1.0605 -1.3410 -6.4984 0.339
C 0.2796 -3.0353 -6.6927 -0.619
H -0.0732 -3.2944 -7.6921 0.387
C 1.2989 -3.7802 -6.0897 -0.445
H 1.7412 -4.6263 -6.6179 0.371
C 1.7582 -3.4275 -4.8144 -0.672
H 2.5616 -3.9980 -4.3448 0.368
C 1.2073 -2.3323 -4.1411 -0.015
H 1.5728 -2.0585 -3.1485 0.172
H -1.9944 -0.1672 -4.0638 -0.271
Si 0.1304 0.4423 -1.7480 -0.814
C -0.6495 -1.1616 -1.1523 1.652
C -2.0169 -1.4165 -1.3802 -0.734
H -2.6987 -0.6003 -1.6318 0.461
C -2.4922 -2.7288 -1.3933 -0.854
H -3.5251 -2.9106 -1.6902 0.445
C -1.6397 -3.7887 -1.0645 -0.645
H -2.0180 -4.8141 -1.0769 0.421
C -0.3178 -3.5259 -0.7017 -0.760
H 0.3414 -4.3447 -0.4203 0.513
C 0.1712 -2.2207 -0.7322 -0.637
H 1.2129 -2.0210 -0.4693 0.394
C -0.8865 1.9516 -1.3320 0.689
C -2.0393 1.8235 -0.5447 0.391
H -2.2897 0.8658 -0.0883 0.196
C -2.8805 2.9208 -0.3592 -0.688
H -3.7896 2.7999 0.2291 0.428
C -2.5754 4.1595 -0.9365 -0.588
H -3.2480 5.0096 -0.8045 0.373
C -1.3973 4.3020 -1.6846 -0.554
H -1.1522 5.2591 -2.1483 0.417
C -0.5350 3.2179 -1.8441 -0.656
H 0.4012 3.3500 -2.3912 0.366
H 1.4660 0.6520 -1.1713 -0.120
Cl 0.5590 0.7633 1.5233 -0.234
N 2.6226 0.6584 6.1788 -0.068
C 1.6261 1.6049 6.4919 0.496
C 1.4723 2.4533 7.5713 -0.908
C 0.2377 3.1138 7.6990 -0.480
C -0.7941 2.9183 6.7607 -0.639
C -0.6215 2.0545 5.6708 -0.523
C 0.6011 1.3921 5.5711 0.228
N 0.9657 0.3374 4.7375 0.439
C 2.2030 -0.0780 5.1142 0.186
C 2.8114 -1.2093 4.4656 -0.273
C 3.9958 -1.8664 4.7188 -0.401
S 4.1439 -3.2889 3.7157 -0.062
C 2.6073 -2.9432 2.9885 -0.278
N 2.0459 -1.8014 3.4481 0.412
H 3.5035 0.5179 6.6718 0.244
H 2.2937 2.5778 8.2791 0.388
H 0.0605 3.7895 8.5378 0.395
H -1.7406 3.4467 6.8869 0.402
H -1.3775 1.8720 4.9056 0.418
H 4.7108 -1.5393 5.4613 0.402
H 2.1315 -3.5600 2.2296 0.394